C20H27N5O4 | ωB97M-V with the def2-TZVPD basis set

Values from the calculation:
E_tot: -1353.03299 a.u.
Highest occupied orbital energy: -8.056 eV
SMILES: Cc1c/c(=N\[C@H]2CC[C@@]3(CC2)CN(C(=O)c2conc2C)CCO3)[nH]c(CO)n1
Frontier orbital gap: 0.317 Ha

Last column: natural (NBO) charge in e.
Element x y z (Å)
1 C -4.11001 3.23346 -1.24109  -0.642
2 C -4.34386 1.82304 -0.80142  0.260
3 C -3.33354 0.93055 -0.68749  -0.376
4 C -3.58734 -0.42280 -0.22494  0.417
5 N -2.84658 -1.43099 0.00674  -0.526
6 C -1.45608 -1.54707 -0.39455  -0.054
7 C -1.07713 -1.01231 -1.77939  -0.416
8 C 0.38889 -1.31262 -2.08165  -0.404
9 C 1.30926 -0.68981 -1.04005  0.278
10 C 0.93018 -1.20469 0.35018  -0.451
11 C -0.53551 -0.93553 0.66846  -0.395
12 C 2.76824 -0.98608 -1.37205  -0.246
13 N 3.66836 -0.20410 -0.53519  -0.434
14 C 4.38750 -0.83655 0.43627  0.676
15 O 4.27362 -2.03053 0.66484  -0.619
16 C 5.37330 -0.04060 1.21083  -0.285
17 C 6.27395 0.88662 0.81436  0.178
18 O 7.06093 1.24111 1.82713  -0.280
19 N 6.68044 0.52618 2.95800  -0.126
20 C 5.69662 -0.24204 2.59135  0.191
21 C 5.05728 -1.17332 3.56084  -0.645
22 C 3.42044 1.22655 -0.62665  -0.245
23 C 1.95252 1.50873 -0.33699  -0.072
24 O 1.09801 0.73238 -1.15037  -0.556
25 N -4.94261 -0.58706 0.11707  -0.561
26 C -5.89777 0.35107 -0.06348  0.463
27 C -7.29922 -0.09998 0.26793  -0.103
28 O -8.10115 1.00846 0.58326  -0.685
29 N -5.66796 1.53118 -0.52250  -0.513
30 H -3.05734 3.42653 -1.43878  0.211
31 H -4.68976 3.43455 -2.14299  0.231
32 H -4.46838 3.91989 -0.47298  0.231
33 H -2.32224 1.24640 -0.88048  0.223
34 H -1.24919 -2.62399 -0.40988  0.184
35 H -1.71720 -1.47470 -2.53529  0.214
36 H -1.21829 0.06140 -1.85231  0.210
37 H 0.56363 -2.39328 -2.09106  0.206
38 H 0.65914 -0.92694 -3.06763  0.215
39 H 1.12303 -2.28152 0.36221  0.221
40 H 1.58240 -0.78168 1.11682  0.211
41 H -0.71827 0.14268 0.71943  0.198
42 H -0.79315 -1.35101 1.64433  0.217
43 H 2.99127 -2.04008 -1.22720  0.250
44 H 2.95194 -0.71390 -2.41636  0.199
45 H 6.47842 1.35792 -0.13331  0.213
46 H 5.22808 -2.20456 3.25557  0.249
47 H 5.47246 -1.01158 4.55295  0.234
48 H 3.97805 -1.02305 3.58611  0.227
49 H 4.03638 1.76647 0.08676  0.224
50 H 3.66900 1.56803 -1.63644  0.196
51 H 1.74853 1.33306 0.72604  0.167
52 H 1.72253 2.55153 -0.55743  0.199
53 H -5.16849 -1.49327 0.50137  0.418
54 H -7.67954 -0.64250 -0.60682  0.185
55 H -7.24599 -0.81092 1.10237  0.167
56 H -9.01778 0.72128 0.61559  0.473


C5H6O | ωB97M-V with the def2-TZVPD basis set

Values from the calculation:
E_tot: -269.25573 a.u.
Highest occupied orbital energy: -9.831 eV
SMILES: C#C[C@@H](C)C=O
Frontier orbital gap: 0.389 Ha

Last column: natural (NBO) charge in e.
Element x y z (Å)
1 C -0.92622 -0.86553 0.84684  -0.603
2 C 0.12948 0.02875 0.17304  -0.417
3 C 1.43718 -0.69367 -0.07674  0.455
4 O 1.69748 -1.79250 0.34736  -0.510
5 C -0.30081 0.94049 -0.88814  -0.001
6 C -0.48046 2.00450 -1.42688  -0.243
7 H -1.80121 -0.28951 1.15468  0.221
8 H -1.27703 -1.66165 0.17387  0.225
9 H -0.50550 -1.37318 1.72034  0.233
10 H 0.47445 0.96464 0.67641  0.285
11 H 2.18821 -0.08178 -0.61301  0.116
12 H -0.63558 2.81945 -2.08778  0.239


C19H32BF4N10O3 | ωB97M-V with the def2-TZVPD basis set

Values from the calculation:
E_tot: -1941.25529 a.u.
Charge: -1
Highest occupied orbital energy: -5.827 eV
Frontier orbital gap: 0.287 Ha

Last column: natural (NBO) charge in e.
Element x y z (Å)
1 B 0.79533 -0.05551 0.50382  1.350
2 F 0.80388 -0.98598 1.56102  -0.565
3 F 1.97785 -0.16927 -0.25767  -0.574
4 F -0.29157 -0.37733 -0.37238  -0.592
5 F 0.61913 1.25358 0.94788  -0.560
6 C -4.13884 -0.42871 -1.70069  0.777
7 O -3.96155 0.03724 -2.80437  -0.642
8 N -5.40990 -0.47870 -1.13439  -0.869
9 N -3.14447 -0.85357 -0.84022  -0.853
10 H -5.53509 -0.87807 -0.22588  0.377
11 H -6.18200 -0.15868 -1.68304  0.407
12 H -2.22261 -1.00322 -1.21047  0.428
13 H -3.40854 -1.34515 -0.00919  0.375
14 C 0.02137 -0.02613 -3.79993  0.776
15 O -0.02991 0.03252 -5.01244  -0.671
16 N 0.94341 -0.77028 -3.10477  -0.868
17 N -0.69117 0.80684 -2.94506  -0.866
18 H 1.05322 -0.56601 -2.12269  0.406
19 H 1.56605 -1.42171 -3.53542  0.403
20 H -1.53707 1.21798 -3.29806  0.410
21 H -0.67518 0.43846 -2.00727  0.390
22 C 4.61516 -1.93221 1.58890  0.772
23 O 5.67229 -2.10901 2.18983  -0.679
24 N 4.47714 -1.35383 0.35909  -0.846
25 N 3.39816 -2.34316 2.10776  -0.887
26 H 5.24739 -1.02390 -0.18482  0.402
27 H 3.56250 -1.42655 -0.04658  0.410
28 H 2.52211 -1.88953 1.87124  0.419
29 H 3.41543 -2.81291 2.99260  0.394
30 N 2.13134 3.21919 -0.73018  -0.508
31 C 3.49410 3.04495 -0.87447  -0.071
32 C 4.04664 4.24171 -1.22355  -0.323
33 C 2.98701 5.19555 -1.34474  -0.318
34 C 1.83333 4.49176 -1.12484  -0.066
35 H 1.47254 2.49050 -0.51658  0.435
36 H 3.88723 2.04646 -0.77510  0.213
37 H 5.11253 4.38413 -1.31411  0.210
38 H 3.02548 6.24092 -1.59262  0.210
39 H 0.80959 4.83816 -1.10825  0.208
40 N 2.55191 -4.39255 -0.91310  -0.513
41 C 1.43577 -3.63406 -1.12543  -0.078
42 C 0.94100 -3.92487 -2.36709  -0.307
43 C 1.74290 -4.97745 -2.89913  -0.317
44 C 2.72633 -5.24004 -1.98652  -0.086
45 H 3.24698 -4.34951 -0.19306  0.422
46 H 1.13870 -2.89891 -0.39221  0.223
47 H 0.12520 -3.43071 -2.86390  0.232
48 H 1.63362 -5.39556 -3.88617  0.216
49 H 3.55836 -5.92310 -2.01298  0.202
50 N -2.07190 2.57798 0.45258  -0.505
51 C -3.41852 2.62709 0.19129  -0.092
52 C -3.78161 3.95037 0.23626  -0.300
53 C -2.61435 4.73506 0.43044  -0.329
54 C -1.59064 3.83700 0.63378  -0.067
55 H -1.48776 1.75725 0.47848  0.436
56 H -4.03875 1.78913 -0.07098  0.211
57 H -4.77577 4.33511 0.06271  0.206
58 H -2.48538 5.80177 0.37384  0.215
59 H -0.56677 3.97254 0.94621  0.217
60 N -3.06765 -1.08696 3.81039  -0.511
61 C -1.70086 -0.96478 3.86929  -0.063
62 C -1.34436 -1.06077 5.18361  -0.300
63 C -2.53778 -1.14506 5.95302  -0.312
64 C -3.58237 -1.16442 5.06897  -0.085
65 H -3.56158 -0.96723 2.94771  0.401
66 H -1.13940 -0.69449 2.99087  0.233
67 H -0.34449 -1.07654 5.58425  0.218
68 H -2.62475 -1.28741 7.01647  0.214
69 H -4.62839 -1.33939 5.25809  0.202


C2H6BrNO | ωB97M-V with the def2-TZVPD basis set

Values from the calculation:
E_tot: -2783.69345 a.u.
Highest occupied orbital energy: -8.056 eV
Frontier orbital gap: 0.269 Ha

Last column: natural (NBO) charge in e.
Element x y z (Å)
1 N 1.01460 -0.02814 0.07087  -0.757
2 C -0.23863 0.79348 -0.13762  -0.350
3 C -1.64589 -0.03724 0.00499  0.360
4 O -1.82691 -1.33589 -0.30161  -0.467
5 H 1.10939 -0.28582 1.07887  0.473
6 H 1.08021 -0.86176 -0.58442  0.468
7 H 1.84053 0.60745 -0.14598  0.426
8 H -0.25063 1.74763 0.56828  0.233
9 H -0.19762 1.18995 -1.26277  0.247
10 H -2.59252 0.59377 0.36554  0.167
11 Br 1.70748 -2.38343 0.34384  -0.799


C4H10N2O | ωB97M-V with the def2-TZVPD basis set

Values from the calculation:
E_tot: -343.07521 a.u.
Highest occupied orbital energy: -9.941 eV
SMILES: [H]/N=N/OCC(C)C
Frontier orbital gap: 0.408 Ha

Last column: natural (NBO) charge in e.
Element x y z (Å)
1 C 0.49616 0.09680 -0.23044  -0.250
2 C -0.33290 -0.40774 0.97042  -0.075
3 C 0.89862 1.55826 -0.05980  -0.603
4 C 1.71834 -0.78754 -0.45840  -0.602
5 O -1.44228 -1.16082 0.51806  -0.371
6 N -2.47383 -0.32560 0.17448  0.105
7 N -3.28784 -0.87037 -0.58592  -0.374
8 H -0.15024 0.02435 -1.11241  0.207
9 H -4.05203 -0.21879 -0.77794  0.336
10 H -0.69080 0.43221 1.57504  0.189
11 H 0.24346 -1.08941 1.59694  0.195
12 H 2.24758 -0.47663 -1.35612  0.209
13 H 0.02280 2.18550 0.08880  0.211
14 H 1.55954 1.67452 0.79728  0.200
15 H 1.42314 1.90679 -0.94644  0.211
16 H 2.40216 -0.71608 0.38500  0.199
17 H 1.41810 -1.82543 -0.57856  0.213


C43H82BrN2O9 | ωB97M-V with the def2-TZVPD basis set

Values from the calculation:
E_tot: -5047.84693 a.u.
Charge: +1
Highest occupied orbital energy: -10.159 eV
Frontier orbital gap: 0.205 Ha

Last column: Mulliken charge in e.
Element x y z (Å)
1 C -4.03131 -0.52238 2.77758  -0.950
2 C -3.24716 0.26103 1.65863  -0.108
3 O -2.79636 -0.67107 0.65531  -0.378
4 C -3.90828 -1.17635 -0.12067  -0.879
5 C -4.04860 -2.70114 0.21884  0.527
6 C -5.46820 -3.32033 -0.09052  -0.690
7 C -5.89445 -4.48791 0.89066  -0.752
8 C -5.49986 -5.92767 0.33753  -0.734
9 N -4.05497 -5.82564 -0.02992  0.724
10 C -3.62826 -5.86944 -1.29997  0.142
11 C -2.28326 -5.74374 -1.79270  -1.068
12 C -1.29543 -5.51785 -0.71614  0.862
13 C 0.20135 -5.31731 -1.00083  -1.338
14 C 1.10568 -6.54975 -0.64761  1.306
15 C 2.49873 -6.31418 -1.36893  -0.907
16 O 3.55502 -7.05601 -0.78830  -0.392
17 C 4.08697 -6.38087 0.36216  -0.621
18 C -1.94274 -5.51069 0.59837  0.320
19 Br -0.72420 -5.25290 2.11305  -0.143
20 N -3.20267 -5.63723 0.95193  -0.742
21 H -5.08948 -0.64325 2.43877  0.202
22 H -3.96099 0.01871 3.74759  0.420
23 H -3.54406 -1.51592 2.91442  0.185
24 H -2.38972 0.79668 2.13382  0.326
25 H -3.86484 1.02697 1.12135  0.151
26 H -3.54971 -1.12176 -1.18376  0.294
27 H -4.83082 -0.57454 0.04482  0.455
28 H -3.30205 -3.25500 -0.41634  -0.222
29 H -3.80131 -2.94449 1.27695  0.109
30 H -5.52005 -3.68726 -1.14599  0.223
31 H -6.22670 -2.50103 0.01289  0.551
32 H -7.00246 -4.40504 1.03419  0.409
33 H -5.41079 -4.35455 1.89349  0.379
34 H -5.58601 -6.64396 1.18169  0.342
35 H -6.13002 -6.16373 -0.54397  0.270
36 H -4.42253 -6.00725 -2.07036  0.318
37 H -1.99107 -5.80561 -2.85858  0.482
38 H 0.29709 -5.09227 -2.09686  0.444
39 H 0.51175 -4.38302 -0.46028  0.433
40 H 1.31161 -6.57138 0.45568  -0.713
41 H 0.64783 -7.53024 -0.92105  0.244
42 H 2.35874 -6.55527 -2.45752  0.365
43 H 2.70337 -5.20469 -1.35008  0.441
44 H 5.13948 -6.03496 0.18939  0.288
45 H 3.50339 -5.46586 0.64222  0.268
46 H 4.02133 -7.09429 1.22523  0.234
47 C -0.90320 -11.50719 1.44851  -0.622
48 C 0.56946 -11.20382 1.65684  -0.389
49 C 0.99983 -10.77035 0.26743  -0.317
50 O -0.14634 -10.16222 -0.35060  -0.396
51 C -1.30448 -10.43928 0.44657  -0.224
52 H -1.49282 -11.47357 2.36479  0.353
53 H -1.01896 -12.49938 1.00386  0.259
54 H 0.68168 -10.37275 2.35958  0.106
55 H 1.14342 -12.04908 2.03533  0.373
56 H 1.29502 -11.62891 -0.34371  0.283
57 H 1.82625 -10.05743 0.28731  0.205
58 H -1.59536 -9.50993 0.95289  0.081
59 H -2.12606 -10.75574 -0.19922  0.296
60 C -2.36996 3.58429 -0.14614  -0.128
61 C -2.15618 4.96535 -0.71955  -0.134
62 C -1.68317 4.65645 -2.12375  -0.104
63 O -2.30560 3.41898 -2.50826  -0.461
64 C -2.89927 2.81991 -1.34771  -0.346
65 H -3.05086 3.56360 0.70500  0.063
66 H -1.41166 3.16211 0.17139  0.232
67 H -3.10860 5.50305 -0.75427  0.338
68 H -1.44490 5.56876 -0.15706  -0.007
69 H -0.59777 4.51118 -2.15318  -0.018
70 H -1.94856 5.43958 -2.83581  0.175
71 H -3.98781 2.92157 -1.43525  0.261
72 H -2.65091 1.75608 -1.31410  0.090
73 C 2.04015 -5.84285 4.87288  -0.646
74 C 2.88853 -6.57429 5.89733  -0.613
75 C 3.02015 -7.95078 5.26912  -0.472
76 O 2.97796 -7.76079 3.84747  -0.408
77 C 2.55792 -6.42276 3.56791  0.859
78 H 2.12971 -4.75710 4.92166  0.412
79 H 0.98581 -6.10560 5.00767  0.284
80 H 3.87148 -6.10106 5.97073  0.271
81 H 2.44884 -6.60153 6.89403  0.358
82 H 2.18142 -8.59724 5.54771  0.276
83 H 3.94987 -8.45080 5.54379  0.291
84 H 3.42855 -5.86602 3.20435  0.163
85 H 1.79905 -6.43404 2.78206  -0.851
86 C 2.92610 6.73746 -0.29177  -0.359
87 C 2.85382 8.24821 -0.41473  -0.407
88 C 1.61710 8.43309 -1.27568  -0.337
89 O 0.74100 7.33470 -0.98055  -0.321
90 C 1.45853 6.35610 -0.21909  -0.308
91 H 3.49808 6.39366 0.57085  0.420
92 H 3.37800 6.31353 -1.19346  0.016
93 H 2.69369 8.69323 0.57206  0.306
94 H 3.74644 8.69780 -0.85051  0.227
95 H 1.86488 8.38929 -2.34166  0.067
96 H 1.10325 9.37526 -1.07677  0.281
97 H 1.08691 6.39410 0.81159  0.186
98 H 1.26152 5.36082 -0.62410  0.200
99 C -2.85351 7.63450 3.47553  -0.657
100 C -3.87282 6.62841 3.97528  -0.600
101 C -3.66333 5.46901 3.01749  -0.357
102 O -2.28329 5.49359 2.63026  -0.335
103 C -1.70447 6.73505 3.05785  -0.106
104 H -2.56448 8.37506 4.22112  0.378
105 H -3.25021 8.16338 2.60427  0.281
106 H -3.62269 6.32121 4.99477  0.261
107 H -4.89682 7.00205 3.97407  0.334
108 H -4.26940 5.58725 2.11193  0.234
109 H -3.89847 4.50312 3.47000  0.294
110 H -1.03983 6.52260 3.90226  0.243
111 H -1.11104 7.16104 2.24638  0.035
112 C 7.72045 7.05477 -2.40802  -0.572
113 C 7.64349 8.56633 -2.53153  -0.559
114 C 6.40340 8.74834 -3.39022  -0.455
115 O 5.53127 7.64976 -3.09225  -0.268
116 C 6.25293 6.67345 -2.33274  -0.362
117 H 8.29416 6.71226 -1.54664  0.334
118 H 8.17157 6.63057 -3.30954  0.277
119 H 7.48390 9.01149 -1.54513  0.258
120 H 8.53392 9.01795 -2.96866  0.340
121 H 6.64765 8.70488 -4.45654  0.292
122 H 5.88805 9.68933 -3.19035  0.273
123 H 5.88547 6.71228 -1.30076  0.190
124 H 6.05649 5.67750 -2.73480  0.270
125 C 1.31534 5.67276 -4.92606  0.021
126 C 0.11216 6.31319 -5.58443  -0.493
127 C 0.46251 7.78901 -5.51413  -0.373
128 O 1.89285 7.87592 -5.57535  -0.414
129 C 2.44945 6.56540 -5.40060  -0.195
130 H 1.45758 4.62555 -5.19518  0.443
131 H 1.21966 5.73718 -3.83728  -0.275
132 H 0.04651 5.99371 -6.62863  0.294
133 H -0.83351 6.07681 -5.09586  0.251
134 H 0.13901 8.22960 -4.56455  0.190
135 H 0.02423 8.36479 -6.33138  0.303
136 H 2.83771 6.23195 -6.36951  0.334
137 H 3.27822 6.60979 -4.69105  -0.045


C3H8N4O | ωB97M-V with the def2-TZVPD basis set

Values from the calculation:
E_tot: -413.24690 a.u.
Highest occupied orbital energy (alpha / beta): -6.686 / -7.429 eV
Frontier orbital gap (alpha / beta): 0.250 / 0.285 Ha

Last column: natural (NBO) charge in e.
Element x y z (Å)
1 C -1.10414 0.50662 -0.18419  0.500
2 C 1.21341 -0.30070 0.23991  0.549
3 N -1.89290 0.67403 0.92999  -0.829
4 N 0.73549 -1.59532 0.01223  -0.852
5 C 0.24842 0.90941 -0.29260  -0.224
6 O -1.58822 -0.31139 -1.14396  -0.668
7 N 2.13573 -0.10460 1.09495  -0.750
8 N 1.12370 0.79434 -1.40652  -0.672
9 H -2.51129 -0.52890 -0.96048  0.497
10 H -1.54504 1.35870 1.58605  0.397
11 H -2.14933 -0.18978 1.40674  0.382
12 H 1.47634 -2.26713 0.15836  0.397
13 H 0.26526 -1.73582 -0.86813  0.384
14 H 2.43693 0.85832 1.17020  0.350
15 H 0.69534 0.16887 -2.09134  0.320
16 H 0.46031 1.76335 0.34879  0.219


C5H10S2 | ωB97M-V with the def2-TZVPD basis set

Values from the calculation:
E_tot: -992.78707 a.u.
Highest occupied orbital energy: -8.782 eV
SMILES: C[C@@H]1[C@@H](S)[C@@H]1CS
Frontier orbital gap: 0.351 Ha

Last column: natural (NBO) charge in e.
Element x y z (Å)
1 C -0.87384 -0.21565 0.47178  -0.275
2 C 0.44361 0.03758 1.00649  -0.181
3 C -0.45310 1.14796 -0.08441  -0.387
4 C -1.26061 -1.34501 -0.53018  -0.594
5 C 1.74197 -0.50527 0.32778  -0.532
6 S -1.42330 2.57352 0.51030  -0.019
7 S 2.79237 0.89158 -0.22957  -0.035
8 H -1.78022 -0.11213 1.14740  0.237
9 H 0.47634 0.54490 2.00505  0.237
10 H 0.20056 1.32801 -0.95984  0.234
11 H -2.08810 -1.05796 -1.08901  0.213
12 H -1.47502 -2.42967 -0.09812  0.213
13 H -0.36396 -1.57968 -1.25767  0.190
14 H 1.47772 -1.01112 -0.58700  0.230
15 H 2.27360 -1.04352 1.10605  0.237
16 H -2.47624 2.33239 -0.24648  0.112
17 H 2.78822 0.44408 -1.49257  0.120